Below is 7 unconnected molecules or ions with the total composition C18H40NO12P at a distorted geometry, with properties calculated with the ωB97M-V functional and the def2-TZVPD basis.

Each line ends with the Löwdin charge.
Element x y z (Å)
N -0.98 0.67 0.31  0.179
H -0.39 1.29 -0.17  0.018
H -0.17 0.39 1.05  0.124
H -0.97 -0.09 -0.52  0.143
H -1.94 1.08 0.68  0.137
P -2.41 1.59 -2.36  -0.416
O -3.21 0.53 -1.64  -0.511
O -2.11 2.78 -1.34  -0.567
O -3.00 1.88 -3.55  -0.371
O -1.18 0.77 -2.55  -0.463
O -1.67 -3.78 -3.86  0.107
C -0.55 -3.48 -3.58  -0.514
O 0.53 -4.29 -3.80  -0.079
C 0.38 -5.51 -4.65  -0.196
C 1.53 -6.44 -4.23  -0.094
C -0.21 -2.31 -2.60  0.025
H 0.36 -5.07 -5.65  0.115
H -0.63 -6.04 -4.40  0.139
H 1.18 -7.38 -4.64  0.054
H 1.72 -6.49 -3.15  0.069
H 2.51 -6.02 -4.65  0.093
H -1.03 -1.73 -2.16  0.078
H 0.24 -1.62 -3.34  0.083
H 0.62 -2.55 -1.98  0.051
O 1.81 -0.33 0.14  0.063
C 2.49 -0.17 -0.87  -0.481
O 3.77 -0.49 -0.96  -0.008
C 4.50 -1.27 -0.03  -0.241
C 6.01 -0.83 0.04  -0.060
C 2.10 0.70 -2.07  0.009
H 4.48 -2.31 -0.04  0.083
H 3.95 -1.29 0.94  0.122
H 6.62 -1.56 0.66  0.082
H 5.97 0.18 0.30  0.033
H 6.46 -0.90 -1.06  0.109
H 1.08 1.05 -2.14  0.036
H 2.26 0.14 -2.95  0.045
H 2.89 1.50 -2.50  0.133
O -5.06 -1.85 2.18  0.083
C -4.30 -0.96 2.45  -0.585
O -3.17 -1.09 3.11  -0.060
C -2.61 -2.43 3.37  -0.186
C -1.34 -2.12 4.12  -0.100
C -4.64 0.51 2.14  0.025
H -2.72 -3.09 2.39  0.162
H -3.42 -2.90 4.07  0.139
H -0.36 -1.74 3.68  0.098
H -0.85 -3.08 4.14  0.050
H -1.53 -1.74 5.12  0.072
H -4.40 0.72 1.03  0.114
H -4.10 1.09 2.83  0.016
H -5.77 0.52 2.33  0.105
C 0.97 4.23 -0.24  -0.047
C 1.97 5.38 -0.48  -0.360
O 3.14 5.30 0.25  -0.123
C 1.66 6.50 -1.45  -0.029
H -0.03 4.73 -0.14  0.093
H 1.10 3.73 0.75  0.069
H 1.04 3.53 -1.11  0.093
H 1.03 7.13 -1.04  0.004
H 1.08 5.92 -2.28  0.151
H 2.66 7.00 -1.32  0.101
C -1.67 1.71 4.92  -0.061
C -0.77 1.79 3.68  -0.436
O 0.09 0.88 3.38  -0.022
C -1.17 2.85 2.64  -0.068
H -1.83 2.77 5.48  0.117
H -1.39 0.93 5.66  0.065
H -2.77 1.45 4.59  0.094
H -2.32 2.99 2.43  0.115
H -0.82 2.88 1.53  0.069
H -0.75 3.85 3.13  0.113

Summary:
2S+1 = 1
Energy = -54655.77654 eV
Energy relative to the best compared isomer or geometry (same formula, charge and spin) = 2.235 eV
Molar mass = 493.49 g mol⁻¹
Kohn-Sham gap = 2.17 eV
Charge = -2
Strongest force on any atom = 0.260 Eh/bohr